Entry 1:
147
Properties=species:S:1:pos:R:3 method="wB97M-V/def2-TZVPD" e_lumo_ev="-1.31 / -1.31" spin_multiplicity=1 homo_ev="-5.662 / -5.662" energy_ev=-243232.7658 orbital_gap_ev="4.35 / 4.35"
Ti -0.48418 1.10091 1.56627
N -7.66406 2.94961 9.09138
C -6.87044 2.75231 8.28379
C -5.87541 2.50536 7.27394
C -4.52432 2.64029 7.58376
C -3.57151 2.39542 6.61081
C -3.95127 2.02649 5.32258
C -5.30480 1.90237 5.02049
C -6.26525 2.13254 5.99027
C -2.91455 1.77684 4.28043
C -2.08014 0.68639 4.46248
C -2.10750 -0.21001 5.56583
C -1.04236 -1.05897 5.40753
C -0.40026 -0.66595 4.21300
N -1.01028 0.36167 3.62502
C -2.85607 2.67652 3.21853
C -3.61299 3.87044 3.11160
C -3.16693 4.52604 1.98784
C -2.15242 3.71990 1.44367
N -1.94390 2.61304 2.16293
H -4.22936 2.93454 8.58175
H -2.51931 2.49607 6.84516
H -5.60048 1.61055 4.02188
H -7.31595 2.02598 5.75754
H -2.83758 -0.20823 6.35927
H -0.73407 -1.86799 6.05024
H 0.49263 -1.10016 3.79794
H -4.37559 4.19263 3.80245
H -3.50561 5.46855 1.58887
H -1.56734 3.91400 0.56543
C -4.92921 0.95021 -1.02286
C -3.49062 1.22038 -0.58428
Ge -2.82161 -0.02907 0.80900
C -4.33235 -0.17377 2.10853
C -5.35623 -1.27330 1.82178
C -2.99444 -1.75114 -0.15424
C -2.18180 -2.71504 -0.58747
Ge -0.30064 -2.43118 -0.13331
C 1.43115 -3.09941 -0.79676
C 1.52243 -3.98471 -2.03278
C -0.29804 -2.89289 1.77506
C -0.60601 -4.39276 1.85980
C -2.69370 -3.92344 -1.27962
C -3.99055 -4.40100 -1.06816
C -4.44841 -5.53833 -1.71313
C -3.62066 -6.23592 -2.58385
C -2.32899 -5.78021 -2.79828
C -1.87481 -4.64105 -2.14876
H -5.24362 1.64629 -1.80558
H -5.63228 1.06014 -0.19288
H -5.04834 -0.05868 -1.42570
H -3.40032 2.23759 -0.19963
H -2.81550 1.14264 -1.43953
H -4.81705 0.80773 2.09455
H -3.93643 -0.31708 3.11290
H -5.84088 -1.14613 0.85124
H -6.14486 -1.28534 2.58035
H -4.88764 -2.26009 1.82472
H -4.04943 -1.88268 -0.40776
H 1.94015 -3.55990 0.05791
H 1.92973 -2.15338 -1.00860
H 1.15948 -4.99697 -1.84331
H 2.56061 -4.07380 -2.37343
H 0.94932 -3.55010 -2.85343
H -1.06963 -2.32375 2.29702
H 0.66072 -2.67612 2.24946
H -1.59224 -4.62397 1.45017
H -0.58756 -4.74687 2.89289
H 0.12514 -4.98936 1.30284
H -4.64157 -3.88980 -0.36943
H -5.45549 -5.89004 -1.52507
H -3.97887 -7.12809 -3.08186
H -1.67001 -6.31074 -3.47546
H -0.87539 -4.27951 -2.34095
F 3.62079 2.43422 -4.44228
C 3.87417 1.48976 -3.51381
C 3.50274 1.71307 -2.22253
C 3.69912 0.71073 -1.28378
C 3.06264 0.88530 0.03578
O 2.49048 1.92534 0.30718
C 3.16903 -0.26496 0.90564
C 3.98004 -1.29272 0.56090
N 4.59701 -1.41934 -0.64373
C 5.35191 -2.60862 -0.94229
C 6.82786 -2.48108 -1.18375
C 6.31912 -3.11321 0.07984
C 4.36021 -0.46927 -1.63356
C 4.71018 -0.68548 -2.97212
C 4.41840 0.27386 -3.92515
N 4.53744 -0.05632 -5.31277
C 4.95788 0.98619 -6.23354
C 5.34274 0.35027 -7.55299
N 4.12600 -0.36834 -8.08461
C 3.63273 -1.41349 -7.11545
C 3.33689 -0.72999 -5.79948
C 2.27549 -0.46045 2.09269
O 2.62817 -1.14192 3.04186
O 1.09333 0.03452 1.92055
H 2.99688 2.62618 -1.93611
H 4.08355 -2.13379 1.23326
H 4.81016 -3.34573 -1.52438
H 7.24652 -1.48698 -1.10226
H 7.27440 -3.11170 -1.94012
H 6.42296 -2.54399 0.99313
H 6.40064 -4.18377 0.19860
H 5.17552 -1.60975 -3.28579
H 5.81552 1.51909 -5.82629
H 4.17523 1.73259 -6.42631
H 6.12452 -0.39768 -7.43739
H 5.63341 1.09156 -8.29483
H 4.32118 -0.78489 -8.99318
H 3.38126 0.32109 -8.22241
H 4.43521 -2.14216 -7.01535
H 2.75034 -1.87943 -7.54865
H 3.01155 -1.47545 -5.07603
H 2.49882 -0.02438 -5.92999
C 0.45136 4.60344 3.24393
P 0.92601 2.84439 3.17768
C 0.75772 2.40616 4.94340
C 2.74224 2.93888 3.03460
H 1.06275 5.12267 3.98493
H -0.59877 4.67574 3.53425
H 0.57257 5.07477 2.27161
H 1.29947 3.12378 5.56318
H 1.14729 1.40354 5.12087
H -0.29667 2.41052 5.22040
H 3.14460 3.59046 3.81376
H 3.00927 3.32849 2.05599
H 3.17630 1.94486 3.14731
O 1.06160 3.31142 -5.98322
N 0.83996 2.23697 -5.46033
O 0.91809 1.17451 -6.06696
C 0.50213 2.19784 -4.03144
C 0.21111 0.96686 -3.46206
C -0.06368 0.90119 -2.08312
C -0.09582 2.11099 -1.29410
O -0.57663 2.03968 -0.07241
C 0.30066 3.28688 -1.94045
C 0.57790 3.36440 -3.31839
N 0.54054 4.51460 -1.18975
O 0.77313 5.53140 -1.81534
O 0.52801 4.47491 0.02501
N -0.33204 -0.28890 -1.56348
O -0.17413 -1.41227 -2.25354
O -0.23603 -0.53491 -0.17635
H 0.17146 0.06103 -4.04076
H 0.85532 4.30031 -3.76845

Entry 2:
168
Properties=species:S:1:pos:R:3 method="wB97M-V/def2-TZVPD" e_lumo_ev=-2.29 spin_multiplicity=1 homo_ev=-8.244 energy_ev=-159558.9446 orbital_gap_ev=5.95
C -6.75816 4.19090 -3.27176
C -5.67128 3.03957 -3.64780
C -4.26352 3.72241 -3.99568
O -3.18712 2.75244 -4.11168
C -2.76192 2.26234 -2.85109
C -2.65283 3.08638 -1.54022
C -2.13137 2.45833 -0.22658
C -1.69257 0.96255 -0.09008
C -1.82606 0.10436 -1.40345
C -1.44013 -1.44624 -1.46927
C -2.63808 -2.43051 -1.04565
C -4.06449 -1.97119 -0.63932
C -5.12728 -3.05259 -0.20879
C -4.75065 -4.57931 -0.20837
C -5.80878 -5.73807 0.23396
C -3.31232 -5.07842 -0.65781
C -2.28626 -3.96552 -1.05963
C -2.35562 0.74078 -2.74343
C -2.49461 -0.10850 -4.11470
O -1.39809 0.25262 -5.03202
O -1.84645 0.05959 -6.30758
N -1.14740 0.36278 1.17051
C 0.28261 0.80256 1.19952
C 1.12336 0.28366 2.46294
C 2.16533 -0.91053 2.09417
F 2.37398 -1.81387 3.17786
F 1.45355 -1.69381 1.09948
C 3.49655 -0.41361 1.36425
F 3.96486 -1.52209 0.57190
F 3.27316 0.63449 0.41765
S 4.92169 0.10147 2.45546
F 3.97021 0.51394 3.75427
F 5.23363 -1.43767 3.00401
F 5.95523 -0.18515 1.13624
F 4.76112 1.68848 1.83777
F 6.24735 0.62386 3.33037
C -1.90689 0.80672 2.35675
C -2.25358 -0.29843 3.42444
C -1.86172 -1.84223 3.26222
C -1.02467 -2.28828 4.58239
N -1.62361 -2.84352 5.63591
C -3.03262 0.09897 4.73512
C -3.47503 1.55598 5.04175
C -3.15819 2.63632 3.96402
C -2.39286 2.25898 2.64665
S -1.99990 3.51334 1.31517
H -7.23318 4.50091 -4.27016
H -6.24560 5.13742 -2.84450
H -7.54327 3.81299 -2.52859
H -5.59827 2.29161 -2.77462
H -6.06606 2.54557 -4.60958
H -4.38048 4.19655 -5.04546
H -4.05907 4.58851 -3.28050
H -2.94253 4.19183 -1.51037
H -0.57961 -1.65232 -0.73763
H -1.06021 -1.77903 -2.50886
H -4.34723 -0.86528 -0.64679
H -6.16646 -2.70071 0.12018
H -6.55486 -5.29861 0.99347
H -6.31551 -6.07392 -0.73998
H -5.18567 -6.56339 0.72839
H -3.06291 -6.20903 -0.66386
H -1.24083 -4.30774 -1.39080
H -3.47852 0.23922 -4.59646
H -2.52890 -1.23680 -3.93249
H -2.27181 0.89393 -6.63828
H 0.75502 0.51805 0.18346
H 0.33748 1.96123 1.22832
H 0.47505 -0.14853 3.31512
H 1.65964 1.19132 2.92333
H -2.78922 -2.51485 3.11223
H -1.13401 -1.96670 2.37817
H 0.10354 -2.09474 4.63368
H -2.62525 -2.88823 5.33517
H -3.28916 -0.70512 5.52075
H -4.02028 1.82732 6.00810
H -3.45437 3.73596 4.09545
C -3.42127 -11.14193 -3.29918
C -3.20551 -9.84089 -2.55727
C -1.77740 -9.58761 -2.17192
O -1.91867 -8.74803 -1.03197
C -3.12065 -9.05923 -0.46596
O -3.47941 -8.67868 0.61323
O -3.85281 -9.86314 -1.28797
H -4.48855 -11.36348 -3.37864
H -2.99518 -11.09603 -4.30396
H -2.96641 -11.98135 -2.76574
H -3.62318 -9.00700 -3.13237
H -1.21366 -9.08203 -2.95778
H -1.23899 -10.49164 -1.87036
C -5.88556 7.68893 2.28728
C -5.52927 6.32039 1.74869
C -4.43279 6.33431 0.72427
O -4.71629 5.16559 -0.03576
C -6.06130 4.95496 0.06228
O -6.67352 4.16983 -0.60078
O -6.61412 5.76332 1.01150
H -6.80731 7.64058 2.87263
H -5.08651 8.08194 2.92009
H -6.06765 8.39833 1.47503
H -5.30090 5.63888 2.57586
H -3.43895 6.27353 1.17154
H -4.47177 7.19954 0.05456
C -11.99894 7.49810 -3.05040
C -10.68620 6.78381 -3.28802
C -10.35366 6.58391 -4.73780
O -9.52069 5.43144 -4.69925
C -9.89602 4.71748 -3.59852
O -9.53582 3.60216 -3.35924
O -10.74112 5.44264 -2.81099
H -12.27899 7.44100 -1.99546
H -11.93212 8.54909 -3.34085
H -12.81083 7.03138 -3.61526
H -9.87773 7.29659 -2.75495
H -9.81967 7.43333 -5.16742
H -11.22630 6.35840 -5.35905
C 9.30689 -0.93467 2.16635
C 9.27703 -2.32365 2.76572
C 8.28232 -2.48781 3.87653
O 8.85439 -3.54516 4.63820
C 10.20069 -3.48515 4.43406
O 11.01079 -4.10605 5.06434
O 10.50505 -2.62268 3.42468
H 10.17221 -0.82162 1.50816
H 8.39927 -0.73546 1.59254
H 9.40281 -0.17079 2.94331
H 9.12916 -3.06963 1.97703
H 7.29111 -2.76386 3.51452
H 8.19559 -1.60661 4.52019
C 6.40013 2.46103 -0.37146
C 7.03602 3.54608 -1.21269
C 6.70840 4.93930 -0.76166
O 6.84244 5.68483 -1.96613
C 6.57754 4.82122 -2.98892
O 6.41671 5.14936 -4.12831
O 6.51434 3.53549 -2.53865
H 6.51011 1.48778 -0.85641
H 6.85470 2.41516 0.62029
H 5.32715 2.63159 -0.25367
H 8.11820 3.38619 -1.27672
H 7.39773 5.30726 0.00030
H 5.68146 5.05096 -0.39922
C 2.48797 3.08797 -4.90100
C 1.30250 2.70473 -5.76040
C 1.66001 1.86808 -6.95276
O 0.60903 2.17638 -7.86145
C 0.18218 3.43405 -7.54917
O -0.56336 4.08395 -8.22507
O 0.72051 3.85451 -6.36972
H 2.19963 3.84791 -4.17015
H 2.88407 2.21979 -4.36919
H 3.29008 3.52285 -5.50414
H 0.53213 2.22495 -5.14628
H 1.67641 0.80044 -6.72704
H 2.61094 2.15072 -7.41582
C 12.93085 -5.36955 6.69572
C 12.90060 -6.76011 7.29049
C 11.90504 -6.92711 8.40028
O 12.47550 -7.98735 9.15984
C 13.82364 -7.92876 8.95714
O 14.63092 -8.55161 9.58533
O 14.12898 -7.06309 7.94989
H 13.79675 -5.25452 6.03818
H 12.02148 -5.16625 6.12034
H 13.02700 -4.60810 7.47560
H 12.75263 -7.50369 6.49927
H 10.91316 -7.20129 8.03694
H 11.81915 -6.04744 9.04601

Entry 3:
144
Properties=species:S:1:pos:R:3 method="wB97M-V/def2-TZVPD" e_lumo_ev="1.27 / 1.27" charge=-1 spin_multiplicity=1 homo_ev="-3.440 / -3.441" energy_ev=-318709.5104 de_lowest_kcal_mol=0.0 orbital_gap_ev="4.71 / 4.71"
Ti -0.05525 -0.04224 -0.25167
C 2.37525 1.68584 3.39007
C 1.01990 0.96642 3.46123
C 0.95617 0.26560 4.82856
C -0.14657 1.92309 3.27484
C -0.32024 2.82661 4.32449
C -1.31373 3.78047 4.33754
C -2.09590 3.92636 3.21251
C -1.92136 3.10463 2.10524
C -2.58487 3.55747 0.81653
C -4.10545 3.41070 0.84291
C -2.15917 5.01210 0.56549
C -1.02925 2.01862 2.17800
N -1.17567 1.00917 1.10020
C -2.29929 0.34237 1.22831
C -3.06752 -0.39624 0.27826
C -4.24833 -0.95621 0.83871
C -5.21686 -1.53392 0.07785
C -5.04001 -1.55358 -1.31876
C -3.91601 -1.04775 -1.90137
C -2.84014 -0.50439 -1.13799
N -1.65853 -0.13762 -1.68291
C -1.65562 0.15267 -3.10894
C -2.26507 1.36498 -3.50618
C -2.20866 1.78846 -4.83190
C -1.56582 1.04401 -5.79344
C -1.04665 -0.17893 -5.42192
C -1.09953 -0.68243 -4.11694
C -0.69577 -2.16510 -4.06814
C -1.93648 -3.04661 -3.90065
C 0.49416 -2.57752 -3.20595
C -3.08210 2.25250 -2.58155
C -4.55907 2.23056 -2.99617
C -2.56896 3.69063 -2.57349
H 3.17316 0.94733 3.51809
H 2.46671 2.41124 4.20301
H 2.56099 2.21875 2.46212
H 0.98983 0.23121 2.66625
H 1.62037 -0.59934 4.83456
H -0.04774 -0.06508 5.09031
H 1.30827 0.94018 5.61175
H 0.35453 2.76045 5.16662
H -1.43956 4.43473 5.19115
H -2.82170 4.72800 3.16293
H -2.18367 2.95057 0.00768
H -4.53337 3.94276 1.69600
H -4.40543 2.36219 0.91706
H -4.55295 3.82532 -0.06473
H -2.51897 5.66970 1.35749
H -2.55713 5.39189 -0.37211
H -1.07050 5.08830 0.53573
H -2.78380 0.40885 2.20114
H -4.36844 -0.89914 1.91423
H -6.10338 -1.95433 0.53146
H -5.80369 -1.99273 -1.94991
H -3.80238 -1.09498 -2.97431
H -2.68630 2.71924 -5.10851
H -1.50457 1.38388 -6.81984
H -0.60310 -0.80543 -6.18618
H -0.36883 -2.36622 -5.09067
H -2.37292 -2.97711 -2.91232
H -1.66638 -4.09415 -4.05620
H -2.69137 -2.77304 -4.64441
H 0.38930 -2.29473 -2.16644
H 0.59594 -3.66575 -3.24002
H 1.41376 -2.13798 -3.59101
H -3.01208 1.86825 -1.56876
H -4.68332 2.62675 -4.00729
H -5.14963 2.85094 -2.31885
H -4.96979 1.22187 -2.97493
H -2.50108 4.10378 -3.58111
H -1.58494 3.76442 -2.10525
H -3.25914 4.32193 -2.01737
C 4.64636 -5.13622 4.10664
C 4.08165 -3.85151 4.72730
C 5.23806 -2.95757 5.19397
C 3.24236 -4.22696 5.94849
C 3.25551 -3.11552 3.67619
C 1.88909 -2.94614 3.77564
C 1.18912 -2.24211 2.80831
Br -0.64290 -2.00864 3.23885
C 1.80745 -1.71557 1.66426
O 1.13449 -0.97134 0.75879
C 3.19038 -1.95143 1.51055
C 3.86237 -2.59927 2.54029
C 4.05519 -1.54269 0.30423
C 3.24390 -1.19884 -0.93817
C 4.88929 -0.31548 0.69486
C 4.98902 -2.70238 -0.09244
H 5.24567 -5.68397 4.83970
H 5.28013 -4.91255 3.24621
H 3.83730 -5.78307 3.76253
H 5.80581 -3.45841 5.98254
H 4.86208 -2.01101 5.58760
H 5.92764 -2.72995 4.38002
H 3.87742 -4.71432 6.69154
H 2.44089 -4.92209 5.68906
H 2.79477 -3.34525 6.41266
H 1.33363 -3.32322 4.62158
H 4.93022 -2.72894 2.43172
H 2.61751 -0.33567 -0.76419
H 2.59606 -2.02263 -1.24666
H 3.93202 -0.97502 -1.76003
H 4.24530 0.53387 0.93799
H 5.54440 -0.02286 -0.13128
H 5.51348 -0.51583 1.56852
H 4.42548 -3.62987 -0.21175
H 5.78515 -2.87665 0.63153
H 5.46799 -2.46305 -1.04509
Br 3.13098 6.40858 0.01987
C 4.51780 5.30000 0.93548
C 5.64805 6.02342 1.29434
C 6.68153 5.32605 1.90583
C 6.53130 3.95956 2.12603
C 5.35544 3.32068 1.74003
C 4.26655 3.96793 1.11573
I 1.29428 2.53355 -0.03974
H 5.72920 7.08776 1.10808
H 7.58659 5.84455 2.20269
H 7.33324 3.39997 2.60116
H 5.28646 2.25219 1.95797
C 2.31327 0.29653 -4.40982
As 1.91875 1.25485 -2.78191
C 3.69489 1.68781 -2.17332
C 0.99651 2.76688 -3.51522
O 0.98485 0.12024 -1.90662
H 2.89018 0.97040 -5.04527
H 1.39631 0.00209 -4.91495
H 2.91361 -0.58155 -4.18015
H 4.40699 1.26707 -2.88286
H 3.85568 1.29991 -1.17435
H 3.77560 2.77253 -2.11172
H 1.62898 3.13817 -4.32315
H 0.83193 3.52779 -2.76254
H 0.05418 2.40530 -3.92624
Te -1.23424 -3.05005 -0.13921
C 0.17542 -4.42454 0.58267
C 1.39526 -4.75702 0.05604
C 2.06932 -5.78142 0.77895
C 1.34595 -6.22879 1.84374
S -0.14208 -5.39194 1.96765
H 1.78998 -4.28537 -0.83425
H 3.04434 -6.16973 0.51497
H 1.61052 -7.00277 2.54771